Record 1
{
  "formula": "C24H20BMnN2O2SSe",
  "method": "ωB97M-V/def2-TZVPD",
  "symbols": ["Mn", "S", "C", "C", "C", "C", "C", "C", "N", "C", "C", "C", "C", "C", "C", "C", "H", "H", "H", "H", "H", "H", "H", "H", "Se", "C", "N", "C", "C", "C", "C", "C", "C", "C", "C", "O", "B", "O", "C", "C", "H", "H", "H", "H", "H", "H", "H", "H", "H", "H", "H", "H"],
  "coordinates": [[-0.327, 0.932, -2.551], [0.544, -2.765, -4.553], [-1.113, -2.918, -4.036], [-2.031, -3.913, -4.357], [-3.305, -3.795, -3.840], [-3.655, -2.722, -3.011], [-2.740, -1.741, -2.686], [-1.460, -1.843, -3.222], [-0.404, -0.946, -3.031], [0.692, -1.323, -3.679], [1.830, -0.414, -3.616], [3.086, -0.681, -4.144], [4.082, 0.276, -4.018], [3.817, 1.487, -3.392], [2.553, 1.763, -2.875], [1.549, 0.810, -2.983], [-1.760, -4.748, -4.988], [-4.045, -4.547, -4.075], [-4.658, -2.665, -2.611], [-3.003, -0.930, -2.019], [3.289, -1.618, -4.648], [5.070, 0.077, -4.410], [4.602, 2.225, -3.298], [2.369, 2.712, -2.391], [-0.981, 2.994, -2.790], [0.129, 4.443, -3.035], [0.789, 5.367, -3.215], [-2.098, 0.974, 4.997], [-0.730, 0.283, 4.932], [0.082, 0.696, 6.160], [-0.925, -1.238, 4.969], [-0.032, 0.669, 3.627], [1.199, 1.327, 3.597], [1.849, 1.679, 2.412], [1.208, 1.344, 1.250], [1.614, 1.579, -0.076], [0.594, 1.061, -0.796], [-0.434, 0.496, -0.070], [-0.012, 0.699, 1.263], [-0.660, 0.345, 2.414], [-2.603, 0.711, 5.928], [-2.746, 0.672, 4.173], [-1.992, 2.059, 4.963], [-0.441, 0.370, 7.059], [0.202, 1.779, 6.224], [1.071, 0.235, 6.171], [-1.373, -1.532, 5.920], [0.027, -1.761, 4.867], [-1.586, -1.583, 4.172], [1.681, 1.588, 4.527], [2.802, 2.188, 2.415], [-1.614, -0.161, 2.379]],
  "multiplicity": 2,
  "homo_lumo_gap_ev": [5.965, 6.729],
  "lumo_ev": [-5.64, -4.88],
  "total_charge": 1
}



Record 2
{
  "formula": "C24H20BrF2N5O4PdS2",
  "method": "ωB97M-V/def2-TZVPD",
  "symbols": ["Pd", "C", "O", "C", "C", "C", "Br", "C", "C", "C", "O", "C", "N", "C", "C", "C", "C", "C", "C", "N", "H", "H", "H", "H", "H", "H", "H", "H", "H", "H", "H", "N", "C", "C", "C", "C", "C", "C", "S", "O", "O", "N", "C", "S", "C", "C", "N", "H", "H", "H", "H", "H", "H", "H", "H", "F", "C", "F", "H"],
  "coordinates": [[-0.472, -2.050, 0.943], [-1.056, -1.834, 5.411], [-1.004, -1.070, 4.189], [-1.095, 0.252, 4.226], [-1.374, 1.020, 5.340], [-1.450, 2.398, 5.219], [-1.831, 3.451, 6.703], [-1.259, 3.045, 3.979], [-0.986, 2.327, 2.841], [-0.887, 0.874, 2.916], [-0.638, 0.135, 1.938], [-0.811, 3.022, 1.566], [-0.611, 2.474, 0.365], [-0.512, 3.471, -0.594], [-0.313, 3.412, -1.970], [-0.266, 4.628, -2.620], [-0.411, 5.849, -1.940], [-0.610, 5.906, -0.577], [-0.657, 4.681, 0.080], [-0.840, 4.356, 1.417], [-0.605, -1.296, 6.239], [-0.482, -2.734, 5.212], [-2.093, -2.084, 5.632], [-1.557, 0.571, 6.304], [-1.352, 4.123, 3.974], [-0.555, 1.469, 0.246], [-0.201, 2.475, -2.490], [-0.114, 4.648, -3.690], [-0.367, 6.770, -2.504], [-0.723, 6.844, -0.053], [-0.975, 5.021, 2.161], [0.641, -4.266, -6.745], [0.781, -3.455, -5.685], [2.050, -2.951, -5.324], [2.189, -2.129, -4.236], [1.067, -1.778, -3.476], [-0.201, -2.262, -3.826], [-0.344, -3.092, -4.906], [1.235, -0.741, -2.121], [0.105, 0.135, -1.976], [2.572, -0.228, -2.029], [1.035, -1.763, -0.769], [2.023, -2.176, -0.045], [3.760, -2.093, -0.214], [3.915, -2.875, 1.283], [2.674, -3.124, 1.874], [1.636, -2.742, 1.153], [1.425, -4.488, -7.333], [-0.264, -4.589, -7.036], [2.917, -3.209, -5.917], [3.162, -1.736, -3.974], [-1.072, -1.972, -3.254], [-1.324, -3.462, -5.175], [4.879, -3.113, 1.703], [2.552, -3.586, 2.843], [-3.124, -1.522, 0.647], [-2.532, -2.588, 1.232], [-2.850, -3.684, 0.550], [-2.799, -2.665, 2.290]],
  "multiplicity": 5,
  "homo_lumo_gap_ev": [7.075, 4.785],
  "lumo_ev": [-5.64, -7.92],
  "total_charge": 2,
  "e_above_lowest_kj_mol": 0.0
}



Record 3
{
  "formula": "C24H20BrIrN2O5PS2",
  "method": "ωB97M-V/def2-TZVPD",
  "symbols": ["Ir", "O", "N", "C", "C", "C", "C", "C", "C", "C", "P", "C", "C", "C", "C", "C", "C", "C", "C", "C", "C", "C", "C", "H", "H", "H", "H", "H", "H", "H", "H", "H", "H", "H", "H", "H", "H", "H", "H", "O", "C", "C", "C", "N", "C", "Br", "C", "H", "H", "H", "H", "O", "S", "O", "O", "S"],
  "coordinates": [[-1.250, 0.268, 1.884], [-2.456, -1.873, 3.191], [-1.269, -1.946, 2.479], [-0.215, -2.354, 3.088], [1.045, -2.520, 2.369], [1.990, -3.387, 2.922], [3.172, -3.673, 2.266], [3.456, -3.075, 1.046], [2.550, -2.185, 0.497], [1.348, -1.898, 1.141], [0.176, -0.805, 0.301], [0.998, 0.618, -0.422], [0.115, 1.425, -1.347], [0.673, 2.811, -1.756], [2.020, 3.181, -1.240], [2.723, 2.361, -0.463], [2.196, 1.074, -0.036], [-0.357, -1.816, -1.109], [-1.410, -2.712, -0.941], [-1.794, -3.527, -1.995], [-1.130, -3.454, -3.211], [-0.066, -2.578, -3.372], [0.323, -1.757, -2.325], [-2.281, -1.819, 4.148], [-0.241, -2.601, 4.149], [1.785, -3.862, 3.874], [3.876, -4.367, 2.704], [4.375, -3.300, 0.522], [2.769, -1.700, -0.447], [-0.207, 0.802, -2.185], [0.623, 2.985, -2.831], [2.407, 4.154, -1.519], [3.707, 2.652, -0.119], [2.793, 0.478, 0.643], [-1.920, -2.772, 0.013], [-2.613, -4.223, -1.864], [-1.441, -4.082, -4.035], [0.471, -2.546, -4.311], [1.159, -1.078, -2.452], [-3.648, 4.774, -2.634], [-2.746, 4.043, -1.977], [-1.443, 4.374, -1.764], [-0.552, 3.461, -1.022], [-1.088, 2.121, -0.762], [-2.400, 1.899, -0.909], [-3.148, 0.275, -0.214], [-3.256, 2.823, -1.429], [-3.286, 5.611, -2.950], [-1.022, 5.322, -2.079], [-0.247, 3.916, -0.066], [-4.324, 2.665, -1.463], [-1.100, 0.546, 4.210], [-0.072, 1.522, 3.768], [0.539, 2.311, 4.781], [0.855, 0.794, 2.857], [-1.161, 2.645, 2.397]],
  "multiplicity": 5,
  "homo_lumo_gap_ev": [5.654, 4.368],
  "lumo_ev": [-3.80, -6.25],
  "total_charge": 1,
  "e_above_lowest_kj_mol": 428.8
}



Record 4
{
  "formula": "C24H20CdClN4PS2",
  "method": "ωB97M-V/def2-TZVPD",
  "symbols": ["Cd", "Cl", "C", "C", "C", "C", "C", "C", "P", "C", "C", "C", "C", "C", "C", "C", "C", "C", "C", "C", "C", "H", "H", "H", "H", "H", "H", "H", "H", "H", "H", "H", "H", "H", "H", "N", "C", "N", "C", "C", "S", "C", "C", "S", "C", "N", "N", "H", "H", "H", "H", "H", "H"],
  "coordinates": [[-0.002, -1.610, -0.764], [2.627, -1.425, 0.127], [3.169, 0.184, -0.287], [4.516, 0.415, -0.472], [4.935, 1.706, -0.762], [4.015, 2.739, -0.858], [2.663, 2.488, -0.685], [2.216, 1.200, -0.397], [0.458, 0.814, -0.172], [-0.449, 2.264, -0.750], [-1.160, 3.087, 0.118], [-1.827, 4.194, -0.388], [-1.790, 4.474, -1.747], [-1.093, 3.642, -2.616], [-0.427, 2.533, -2.123], [0.234, 0.699, 1.626], [-0.769, -0.133, 2.132], [-0.985, -0.212, 3.498], [-0.203, 0.538, 4.364], [0.794, 1.367, 3.867], [1.013, 1.453, 2.501], [5.231, -0.391, -0.382], [5.989, 1.901, -0.909], [4.351, 3.745, -1.070], [1.946, 3.294, -0.767], [-1.188, 2.876, 1.180], [-2.373, 4.841, 0.285], [-2.306, 5.343, -2.133], [-1.066, 3.858, -3.675], [0.123, 1.883, -2.795], [-1.409, -0.695, 1.460], [-1.767, -0.853, 3.884], [-0.373, 0.479, 5.431], [1.403, 1.947, 4.546], [1.794, 2.097, 2.115], [-3.312, 0.133, -0.924], [-3.294, -1.214, -0.868], [-2.205, -1.952, -0.846], [-2.501, -3.307, -0.724], [-3.822, -3.581, -0.649], [-4.753, -2.135, -0.739], [-1.407, -4.275, -0.675], [-1.547, -5.615, -0.609], [-0.013, -6.393, -0.564], [0.763, -4.848, -0.643], [-0.078, -3.832, -0.684], [2.100, -4.758, -0.673], [-2.496, 0.644, -1.225], [-4.198, 0.593, -1.049], [-4.311, -4.535, -0.544], [-2.452, -6.198, -0.595], [2.658, -5.591, -0.599], [2.576, -3.880, -0.775]],
  "homo_lumo_gap_ev": 7.674,
  "lumo_ev": -5.87,
  "total_charge": 2
}